Here is one molecule with the formula C5H12O5 from the OMol25 dataset. Energies are from the ωB97M-V functional and the def2-TZVPD basis.

```
22
Properties=species:S:1:pos:R:3:forces:R:3
C 2.766353 0.448482 0.094474 -0.31 -0.19 -0.07
C 1.473396 -0.268908 -0.277199 0.13 0.83 -0.11
O 1.490534 -1.616607 0.168458 0.09 -0.31 0.12
C 0.261218 0.445219 0.362256 -0.11 -0.79 -0.24
O 0.241608 1.795657 -0.011794 0.09 0.37 -0.21
C -1.068174 -0.218832 -0.054142 -0.25 0.45 0.34
O -1.125123 -0.141721 -1.460882 0.09 0.08 -0.19
O -1.186245 -1.541042 0.381895 -0.03 -0.09 0.18
C -2.285449 0.521842 0.534565 0.59 0.02 0.06
O -3.459391 -0.049807 0.017903 -0.38 -0.31 -0.17
H 3.605608 0.035694 -0.462550 0.12 -0.02 -0.03
H 2.676397 1.506759 -0.130000 0.07 0.07 -0.05
H 2.953899 0.332188 1.159662 0.04 -0.01 0.12
H 1.332952 -0.246120 -1.369706 -0.01 0.02 0.19
H 2.314345 -2.021599 -0.124794 -0.12 -0.04 0.03
H 0.354043 0.413341 1.451558 -0.02 -0.06 -0.05
H -0.003257 1.822758 -0.947447 -0.04 0.01 0.04
H -2.051301 -0.276138 -1.712227 0.07 0.03 0.07
H -0.327855 -1.978708 0.270658 -0.02 -0.02 -0.05
H -2.275322 1.569076 0.230821 0.04 -0.12 0.06
H -2.250859 0.456344 1.627892 0.03 0.03 -0.05
H -3.437376 -0.987878 0.250600 -0.06 0.05 0.01
```
Forces are in eV/Å.

## Properties
ΔE to the lowest compared entry with this formula, charge and spin: 0.0 kJ/mol
Electronic energy: -573.919050 Eh
Structure (SMILES): C[C@@H](O)[C@@H](O)C(O)(O)CO
Strongest force on any atom: 0.0164 Eh/bohr
Gap between HOMO and LUMO: 10.7383 eV
Net charge: 0
E_HOMO: -10.1 eV